Molecular formula: C45H55Cl3NO2OsP3
Method: DFT, the ωB97M-V functional and the def2-TZVPD basis

Values from the calculation:
LUMO energy (alpha / beta)   -12.85 / -15.35 eV
E_HOMO (alpha / beta)   -18.95 / -18.95 eV
Gap between HOMO and LUMO (alpha / beta)   6.10 / 3.59 eV
Spin multiplicity   5
Total charge   +4
Energy above the lowest of the compared OMol25 structures with the same formula, charge and spin   0.198 eV
Molar mass   1031.45 g/mol

Each line ends with the Löwdin spin population.
Geometry (Å):
Os  0.338  -0.024  0.366  3.019
Cl  -2.668  -0.550  4.753  0.001
Cl  -4.319  -0.274  2.417  0.000
Cl  -3.709  2.038  4.005  0.001
P  -1.893  2.071  1.111  0.016
P  -0.630  -1.945  2.166  0.018
P  1.649  -0.101  -1.605  0.046
O  -0.525  1.855  0.409  0.193
O  0.435  -1.945  1.039  0.178
N  -0.808  -0.194  2.220  0.013
C  -5.160  0.663  -1.727  0.005
C  -2.098  -3.156  0.261  0.005
C  1.247  -1.995  4.211  0.000
C  -3.062  0.522  3.379  0.000
C  -2.905  0.557  -0.925  0.025
C  0.104  -2.594  3.682  0.003
C  1.896  -2.565  5.353  0.000
C  3.303  2.012  -0.918  0.019
C  -1.513  5.566  3.129  0.000
C  -2.005  3.772  1.614  0.000
C  -0.372  -3.770  4.260  0.000
C  -4.460  2.155  0.024  0.002
C  5.914  -1.165  -0.832  0.001
C  2.991  -1.417  -1.560  0.026
C  2.516  2.604  0.241  0.078
C  -2.066  -2.833  1.623  0.006
C  1.212  2.575  -2.268  0.007
C  0.549  -0.559  -3.028  0.044
C  -0.465  -2.750  -3.905  0.004
C  -5.440  1.694  -0.839  0.004
C  -3.192  1.575  -0.013  0.010
C  -3.891  0.095  -1.776  0.004
C  3.523  -1.756  -0.147  0.011
C  -4.139  -4.371  0.613  0.003
C  0.205  -0.871  -5.481  0.009
C  4.103  -1.271  -2.612  0.007
C  -1.460  4.219  2.821  0.000
C  -0.481  0.798  3.251  0.017
C  -2.568  4.674  0.707  0.000
C  -1.801  0.844  2.566  0.006
C  -0.268  -1.833  -2.689  0.011
C  -0.846  -1.944  -5.139  0.001
C  2.356  1.558  -2.040  0.046
C  5.396  -0.605  -2.149  0.001
C  1.572  3.951  -1.699  0.008
C  -2.621  6.020  1.032  0.000
C  1.255  -0.705  -4.381  0.009
C  -3.141  -3.914  -0.239  0.000
C  0.281  -4.327  5.409  0.001
C  1.794  3.890  -0.183  0.022
C  1.416  -3.728  5.931  -0.001
C  4.862  -1.140  0.268  0.001
C  -3.065  -3.308  2.485  0.000
C  -4.093  -4.074  1.973  0.003
C  -2.100  6.463  2.242  -0.001
H  -2.954  4.335  -0.245  0.000
H  3.158  2.777  1.104  0.004
H  6.798  -0.615  -0.509  0.000
H  1.895  -1.587  -4.366  0.000
H  -3.072  6.724  0.346  0.000
H  4.355  -2.288  -2.930  0.004
H  2.372  -2.272  -1.856  0.000
H  0.451  -3.312  -4.099  0.000
H  -3.056  -3.072  3.540  0.000
H  3.981  2.772  -1.312  0.014
H  0.981  2.660  -3.329  0.000
H  -0.278  0.087  -5.688  0.000
H  1.660  -1.102  3.755  0.000
H  2.774  -2.080  5.765  0.000
H  5.232  -1.685  1.138  0.000
H  2.927  1.415  -2.959  0.004
H  1.871  0.166  -4.607  0.000
H  -1.895  0.144  -0.977  0.013
H  0.299  2.247  -1.760  0.003
H  -0.114  -5.229  5.864  0.000
H  -0.451  0.481  4.286  0.001
H  -2.150  7.513  2.498  0.000
H  -1.290  -2.848  -0.389  0.000
H  -1.102  5.918  4.065  0.000
H  1.929  -4.178  6.772  0.000
H  -4.866  -4.445  2.633  0.000
H  0.725  -1.129  -6.404  0.002
H  -1.259  -1.534  -2.329  0.003
H  0.213  -2.409  -1.887  0.002
H  0.839  3.981  0.341  0.004
H  3.646  -2.842  -0.112  0.001
H  -3.682  -0.692  -2.489  0.000
H  2.469  4.319  -2.200  0.002
H  1.763  1.827  0.556  0.034
H  2.763  -1.516  0.609  0.007
H  6.142  -0.738  -2.932  0.000
H  0.779  4.659  -1.934  0.000
H  -0.991  -2.616  -5.985  0.001
H  3.916  1.183  -0.576  0.002
H  -6.426  2.140  -0.823  0.000
H  -4.946  -4.977  0.222  0.000
H  -1.016  3.524  3.524  0.000
H  -1.235  -3.490  -3.680  0.001
H  0.279  1.525  2.978  0.001
H  -1.826  -1.481  -4.984  0.000
H  -0.136  0.294  -3.110  0.000
H  2.389  4.750  0.127  0.010
H  -1.227  -4.283  3.836  0.000
H  4.724  -0.109  0.612  0.000
H  -5.930  0.305  -2.398  0.000
H  5.261  0.477  -2.053  0.000
H  3.743  -0.762  -3.502  0.001
H  6.258  -2.193  -0.993  0.000
H  -3.162  -4.170  -1.290  0.000
H  -4.678  2.943  0.733  0.000

Atoms 1-6, force components in eV/Å:
Os -0.522 1.004 0.507
Cl 0.010 0.076 -0.220
Cl 0.278 0.067 -0.114
Cl 0.202 -0.033 -0.091
P -2.271 0.972 0.859
P -1.330 -2.244 3.215